(1)
# C9H18

C9H18 as an isolated structure (the ωB97M-V functional and the def2-TZVPD basis, the Open Molecules 2025 dataset).

Each line ends with the Mulliken charge.
Cartesian coordinates (Å):
C 0.59 -0.76 -0.48  1.27
C -0.38 0.33 -0.87  0.42
C -0.09 1.58 -0.12  -0.40
C -1.81 0.32 -0.54  -0.58
C 2.04 0.57 -0.34  -1.23
C 0.96 -1.72 -1.59  -1.68
C 0.49 -1.46 0.85  -1.54
C -2.46 -0.26 0.67  -1.24
C -0.13 1.93 1.35  -1.35
H -0.24 0.54 -1.93  0.35
H -0.05 2.48 -0.74  0.33
H -2.48 0.49 -1.38  0.41
H 0.25 -2.55 -1.65  0.39
H -0.33 -2.18 0.85  0.35
H 2.71 -0.20 0.03  0.45
H 2.27 1.43 0.29  0.33
H 2.29 0.78 -1.37  0.30
H 1.00 -1.23 -2.56  0.39
H 1.95 -2.15 -1.39  0.39
H 0.35 -0.78 1.69  0.19
H 1.41 -2.01 1.05  0.47
H -1.96 0.01 1.59  0.31
H -2.50 -1.36 0.64  0.27
H -3.49 0.08 0.74  0.35
H 0.00 1.08 2.01  0.24
H -1.08 2.40 1.61  0.35
H 0.66 2.65 1.58  0.45

Energy above the lowest of the compared OMol25 structures with the same formula, charge and spin: 108.5 kcal/mol
Orbital gap (spin up / spin down): 7.86 / 7.77 eV
Energy: -353.5231 Eh
E_LUMO (spin up / spin down): 0.0336 / 0.0337 Eh

(2)
# C9H18AlBr2ClIO2

C9H18AlBr2ClIO2 as an isolated structure (the ωB97M-V functional and the def2-TZVPD basis, the Open Molecules 2025 dataset).

Each line ends with the Mulliken charge.
Cartesian coordinates (Å):
C 1.87 -2.40 -1.91  -1.18
C 0.84 -1.29 -2.02  -0.07
Br 0.75 -0.69 -3.90  -0.21
C -0.52 -1.70 -1.47  -0.29
Br -0.61 -1.02 0.40  -0.30
Al -2.34 -1.32 -2.26  0.34
Cl -2.56 0.77 -2.80  -0.34
I -2.57 -2.87 -4.33  -0.39
H 2.84 -2.11 -2.32  0.42
H 1.53 -3.29 -2.44  0.38
H 2.00 -2.65 -0.85  0.19
H 1.19 -0.40 -1.51  0.41
H -0.51 -2.78 -1.31  0.36
H -3.48 -1.73 -1.24  -0.29
C -2.35 3.82 -0.96  -0.92
C -2.68 4.71 0.21  0.78
O -1.87 5.05 1.03  -0.57
C -4.12 5.17 0.29  -1.06
H -1.31 3.52 -0.94  0.31
H -2.97 2.92 -0.95  0.23
H -2.57 4.33 -1.90  0.33
H -4.78 4.30 0.35  0.31
H -4.40 5.71 -0.61  0.31
H -4.26 5.80 1.17  0.29
C 4.34 -2.92 3.20  -1.18
C 3.07 -2.48 2.51  0.81
O 2.65 -3.05 1.53  -0.52
C 2.35 -1.30 3.10  -0.74
H 4.77 -3.78 2.69  0.30
H 5.06 -2.10 3.22  0.33
H 4.12 -3.18 4.24  0.34
H 3.01 -0.43 3.12  0.31
H 2.07 -1.51 4.14  0.33
H 1.46 -1.08 2.51  -0.02

Charge: -1
Orbital gap: 7.89 eV
Energy: -6652.7805 Eh
E_LUMO: 0.0922 Eh

(3)
# C9H18BiCl2N3O4PRh

C9H18BiCl2N3O4PRh as an isolated structure (the ωB97M-V functional and the def2-TZVPD basis, the Open Molecules 2025 dataset).

Each line ends with the Löwdin spin population.
Cartesian coordinates (Å):
Bi 2.80 2.96 -2.91  -0.01
Rh 0.85 1.54 -1.34  1.64
Cl 3.28 0.60 -2.95  0.06
Cl 0.48 3.88 -1.91  0.14
C 1.73 2.06 0.20  0.07
C 4.57 3.15 -5.77  0.00
C 3.80 5.32 -4.95  0.00
O 2.30 2.52 1.14  0.00
O 5.01 3.59 -6.77  0.00
O 4.44 5.98 -5.62  0.00
C 0.69 -0.52 2.89  0.09
N 0.55 -1.14 1.59  0.56
C 1.47 -2.25 1.27  0.08
P -0.53 -0.74 0.45  0.08
O 0.08 -0.40 -0.88  0.10
N -1.38 -2.17 0.17  0.52
C -2.14 -2.31 -1.07  0.08
C -1.78 -3.03 1.29  0.08
N -1.49 0.39 1.16  0.15
C -2.40 0.00 2.21  0.01
C -2.13 1.37 0.27  0.03
H 1.67 -0.85 3.25  0.00
H -0.08 -0.89 3.60  0.05
H 0.66 0.58 2.77  0.03
H 1.00 -3.24 1.36  0.04
H 1.91 -2.12 0.26  0.02
H 2.27 -2.21 2.01  0.00
H -1.61 -1.83 -1.90  0.00
H -2.28 -3.37 -1.29  0.02
H -3.16 -1.88 -0.96  0.04
H -1.04 -3.02 2.10  0.00
H -2.78 -2.76 1.69  0.04
H -1.90 -4.07 0.95  0.02
H -3.19 0.74 2.21  0.00
H -2.89 -0.97 2.07  0.00
H -1.90 0.03 3.19  0.00
H -2.39 2.23 0.93  0.01
H -1.41 1.83 -0.44  0.01
H -3.06 1.02 -0.27  0.01

Charge: +4
Multiplicity: 5
Energy above the lowest of the compared OMol25 structures with the same formula, charge and spin: 22.1 kcal/mol
Orbital gap (spin up / spin down): 6.28 / 5.05 eV
Energy: -2404.0720 Eh
E_LUMO (spin up / spin down): -0.5703 / -0.6499 Eh

(4)
# C9H18Br6Cl3O4P

C9H18Br6Cl3O4P as an isolated structure (the ωB97M-V functional and the def2-TZVPD basis, the Open Molecules 2025 dataset).

Each line ends with the Mulliken charge.
Cartesian coordinates (Å):
C 5.02 -0.52 -6.44  -0.30
Br 3.09 -0.83 -7.16  -0.04
Br 4.85 -0.24 -4.52  0.00
Br 6.10 0.86 -7.41  -0.01
H 5.55 -1.46 -6.58  0.35
C 0.30 8.86 4.94  -0.33
Br 1.85 8.74 6.09  -0.01
Br -0.76 10.48 5.43  -0.03
Br -0.77 7.38 5.44  0.01
H 0.59 8.93 3.89  0.36
C -0.37 0.13 0.93  -1.16
C -0.79 -0.92 1.86  -0.18
O -1.32 -2.00 1.08  -0.18
P -1.47 -3.51 1.65  0.86
O -0.33 -4.05 2.41  -0.74
O -2.87 -3.69 2.45  -0.37
C -4.13 -3.63 1.78  -0.19
C -4.79 -2.35 2.23  -1.00
O -1.66 -4.46 0.32  -0.33
C -0.77 -4.70 -0.82  -0.21
C 0.66 -4.90 -0.41  -1.02
H -0.29 -0.15 -0.12  0.32
H -1.19 0.85 0.93  0.33
H 0.66 0.43 1.13  0.31
H 0.05 -1.40 2.37  0.38
H -1.54 -0.47 2.51  0.25
H -4.19 -3.89 0.73  0.30
H -4.68 -4.46 2.22  0.30
H -5.79 -2.15 1.86  0.36
H -4.75 -2.50 3.31  0.26
H -4.38 -1.38 1.93  0.24
H -1.19 -5.47 -1.47  0.29
H -0.96 -3.79 -1.39  0.24
H 1.37 -5.05 -1.22  0.38
H 1.18 -4.09 0.10  0.28
H 0.75 -5.76 0.25  0.28
C 3.43 6.17 -3.97  0.07
Cl 2.72 7.16 -2.69  -0.10
Cl 4.54 7.11 -5.01  -0.13
Cl 2.22 5.39 -5.01  -0.12
H 4.07 5.36 -3.62  0.28

Energy above the lowest of the compared OMol25 structures with the same formula, charge and spin: 54.4 kcal/mol
Orbital gap: 9.36 eV
Energy: -17820.6920 Eh
E_LUMO: -0.0307 Eh

> Which of these has the highest energy?

C9H18

> Which formula does entry 4 have?

C9H18Br6Cl3O4P

> Which formula does entry 1 have?

C9H18

> Which value of energy does entry 1 give?

-353.5231 Eh